1.
Computed, not measured: a 2-piece molecular cluster, C10H22FN3O5P2S overall at a distorted geometry, with wB97M-V/def2-TZVPD.

```
! wB97M-V def2-TZVPD RIJCOSX def2/J DEFGRID3
* xyz 0 1
C -3.795 2.594 2.893
C -3.931 1.831 1.484
N -2.675 1.368 0.834
P -1.604 0.406 1.854
P -1.462 -1.571 0.866
O 0.017 -1.952 0.648
O -2.359 -2.663 1.847
O -2.321 -1.413 -0.640
S -1.869 2.550 -0.129
O -2.605 3.864 -0.299
O -0.384 2.832 0.365
F -1.687 1.849 -1.695
H -4.776 2.370 3.494
H -3.774 3.754 2.784
H -2.932 2.261 3.575
H -4.627 0.906 1.642
H -4.530 2.535 0.774
H -2.167 0.186 3.175
H -3.048 -3.035 1.226
H -3.232 -1.108 -0.348
C 4.373 4.364 1.364
C 4.678 2.896 1.087
C 3.870 2.330 -0.082
C 2.395 2.426 0.222
N 1.211 2.503 0.462
H 3.329 4.512 1.653
H 4.993 4.733 2.186
H 4.577 4.980 0.481
H 4.476 2.315 1.994
H 5.746 2.789 0.868
H 4.134 1.282 -0.249
H 4.085 2.884 -1.001
C 0.684 -4.232 -1.453
C -0.138 -4.121 -2.733
C 0.125 -5.269 -3.711
C 1.577 -5.272 -4.117
N 2.734 -5.275 -4.441
H 1.757 -4.180 -1.656
H 0.443 -3.409 -0.774
H 0.477 -5.173 -0.934
H 0.086 -3.163 -3.215
H -1.201 -4.110 -2.473
H -0.496 -5.151 -4.603
H -0.121 -6.230 -3.250
*
```

Results
energy = -57558.3790 eV
LUMO = -0.37 eV

2.
Computed, not measured: C10H22N3O3V as an isolated structure at a distorted geometry, with wB97M-V/def2-TZVPD.

```
! wB97M-V def2-TZVPD RIJCOSX def2/J DEFGRID3
* xyz 0 1
N 1.567 1.761 -2.966
C 0.391 1.551 -2.537
N -0.571 1.040 -3.436
N 0.046 1.791 -1.174
C -1.363 1.770 -0.764
C -1.488 1.577 0.746
C -1.731 0.117 1.149
C -0.904 -0.398 2.356
C 0.535 -0.233 2.158
C 1.447 -1.366 1.923
C 1.839 -1.479 0.428
C 0.896 -2.404 -0.372
C 1.577 -3.746 -0.707
O 0.654 -4.819 -0.785
H 2.141 2.130 -2.212
H -1.494 1.419 -3.309
H -0.586 0.034 -3.470
H 0.610 1.207 -0.579
H -1.785 2.752 -0.968
H -1.946 1.014 -1.289
H -2.303 2.225 1.060
H -0.600 1.979 1.235
H -1.610 -0.548 0.294
H -2.770 0.014 1.459
H -1.253 0.175 3.226
H -1.129 -1.442 2.566
H 0.784 0.579 1.478
H 1.028 -2.295 2.305
H 2.376 -1.203 2.485
H 2.873 -1.805 0.363
H 1.816 -0.491 -0.027
H 0.031 -2.642 0.244
H 0.597 -1.887 -1.277
H 2.020 -3.674 -1.693
H 2.330 -3.952 0.055
H 0.205 -4.882 0.056
O -0.112 6.472 0.605
V -1.437 5.419 0.674
O -2.679 4.239 0.701
*
```

Results
energy = -47018.5546 eV
LUMO = -4.05 eV

3.
Computed, not measured: C10H22N4O2S2 as an isolated structure at a distorted geometry, with wB97M-V/def2-TZVPD.

```
! wB97M-V def2-TZVPD RIJCOSX def2/J DEFGRID3
* xyz 0 1
C -3.559 -1.829 -1.129
H -4.428 -2.283 -0.970
O -2.742 -1.392 -0.077
C -3.562 -0.606 0.740
C -2.728 -0.333 1.801
H -3.444 0.224 2.757
C -1.744 0.704 1.714
N -0.815 0.286 0.420
C -1.022 0.504 -0.864
S -1.746 1.714 -1.426
N -0.399 -0.183 -1.609
N -0.036 -1.555 -1.337
C 1.350 -2.051 -0.846
N 2.280 -0.871 -1.017
H 1.899 -0.073 -1.493
C 3.482 -0.949 -0.294
C 3.592 -0.156 0.855
C 3.269 1.414 0.520
O 2.104 1.722 -0.143
C 1.624 2.998 -0.228
H 2.278 3.388 -1.183
H 0.518 3.035 -0.577
H 1.686 3.672 0.622
H 3.358 2.146 1.509
H 4.042 1.978 -0.548
H 4.606 -0.045 1.291
H 2.793 -0.509 1.494
H 3.840 -1.773 -0.146
H 4.204 -0.607 -1.044
S 1.634 -3.292 0.195
H -0.640 -2.170 -0.938
H -0.593 -0.282 -2.735
H -0.306 -0.558 0.829
H -2.117 1.611 1.105
H -1.082 1.032 2.422
H -2.262 -0.850 2.422
H -4.513 -1.051 0.952
H -3.904 0.329 0.442
H -3.793 -0.906 -1.832
H -3.123 -2.433 -1.655
*
```

Results
energy = -42439.5196 eV
LUMO = 0.38 eV

4.
Computed, not measured: an isolated ion of composition C10H23BCl2N3O2Si and charge +1 at a distorted geometry, with wB97M-V/def2-TZVPD.

```
! wB97M-V def2-TZVPD RIJCOSX def2/J DEFGRID3
* xyz 1 1
C 1.674 -3.204 -0.870
B 1.634 -1.771 -1.656
O 1.297 -1.786 -3.031
N 2.002 -0.507 -0.891
C 1.356 0.641 -0.980
N 0.178 0.680 -1.845
C -0.855 1.618 -1.330
C -2.358 1.144 -1.707
O -2.548 -0.240 -1.370
Si -3.309 -0.465 0.169
C -5.228 -0.456 0.112
C -2.786 0.787 1.517
C -2.754 -2.210 0.790
N 1.706 1.874 -0.295
C 3.151 2.030 -0.110
Cl 4.248 2.740 -1.368
C 3.727 1.644 1.120
C 5.285 1.810 1.453
Cl 2.722 0.920 2.478
H 1.025 -3.995 -1.354
H 2.779 -3.518 -0.885
H 1.372 -2.986 0.203
H 0.815 -2.606 -3.272
H 2.821 -0.590 -0.269
H 0.445 0.867 -2.817
H -0.727 2.625 -1.863
H -0.855 1.754 -0.205
H -3.037 1.859 -1.117
H -2.563 1.371 -2.811
H -5.570 -1.291 0.814
H -5.664 -0.547 -0.932
H -5.554 0.514 0.632
H -2.850 1.884 1.189
H -1.679 0.598 1.742
H -3.341 0.643 2.497
H -1.812 -2.473 0.205
H -2.446 -2.158 1.888
H -3.588 -2.952 0.595
H 1.172 2.025 0.568
H 5.510 2.924 1.312
H 5.438 1.613 2.566
H 5.950 1.173 0.799
*
```

Results
energy = -52902.2972 eV
LUMO = -4.28 eV